Entry 1:
DFT (ωB97M-V/def2-TZVPD) results for a 2-piece molecular cluster, BrH3O3Si overall.

```
8
Properties=species:S:1:pos:R:3:forces:R:3:mulliken_charge:R:1
O -0.968 1.424 1.371 0.670 1.023 0.920 -0.56
Si -1.522 0.585 0.274 0.295 -2.083 -1.475 0.70
O -0.779 -0.275 -0.884 1.215 -0.556 0.019 -0.39
Br -3.555 -0.114 0.113 -0.414 0.223 -0.010 -0.13
H 0.138 -0.697 -0.965 -1.543 1.326 0.480 0.41
O 2.082 -0.583 -0.201 -7.358 0.976 2.754 -0.65
H 1.660 0.064 0.532 1.732 -2.161 -2.501 0.35
H 2.944 -0.403 -0.241 5.403 1.253 -0.190 0.28
```
Forces are in eV/Å.

Computed properties:
Kohn-Sham gap: 10.65 eV
SMILES: O=[Si](O)Br.O
Net charge: 0

***

Entry 2:
DFT (ωB97M-V/def2-TZVPD) results for a 3-piece molecular cluster, C30H64IN5O5P overall.

```
106
Properties=species:S:1:pos:R:3:forces:R:3:lowdin_spin:R:1
C 5.521 7.527 5.408 -0.271 -0.202 -0.320 0.00
C 5.681 5.980 4.800 -0.663 0.409 -0.046 0.00
C 4.920 4.888 5.789 0.182 0.143 -0.429 0.00
C 4.978 3.335 5.185 0.962 0.658 2.392 0.00
N 4.145 3.212 3.928 -1.248 -3.884 -1.013 0.00
C 5.028 3.069 2.676 1.399 0.994 -0.414 0.00
C 4.198 3.346 1.290 -0.710 -0.844 0.943 0.00
C 4.909 2.780 -0.074 -1.364 0.341 -1.084 0.00
P 6.650 3.475 -0.433 4.960 -0.211 0.667 0.00
O 7.612 3.560 0.820 -3.882 0.090 -3.393 0.00
O 6.633 5.004 -1.333 -0.521 -2.687 2.664 0.00
C 6.497 6.146 -0.415 0.015 2.528 -0.136 0.00
C 7.952 6.697 0.181 -0.792 -1.080 0.632 0.00
O 7.417 2.319 -1.543 -0.936 2.927 2.338 0.00
C 8.903 2.367 -1.339 1.105 -1.483 -0.267 0.00
C 9.570 1.473 -2.574 -0.354 0.354 0.436 0.00
C 3.266 1.993 4.127 -1.424 2.191 1.721 0.00
N 3.492 0.743 3.566 0.002 0.897 -0.501 0.00
N 2.020 2.205 5.009 4.031 0.845 -2.920 0.00
I 0.359 1.701 3.860 -0.291 -0.348 0.122 0.00
H 5.322 7.501 6.581 0.516 0.110 -2.603 0.00
H 6.483 8.172 5.171 -2.042 -1.406 0.585 0.00
H 4.596 8.043 4.862 2.019 -1.080 1.377 0.00
H 6.817 5.729 4.610 -2.335 0.301 0.570 0.00
H 5.125 5.970 3.752 1.245 -0.074 2.106 0.00
H 3.777 5.208 5.887 2.443 -0.727 -0.206 0.00
H 5.402 4.936 6.872 -0.973 -0.291 -2.331 0.00
H 6.090 2.993 4.947 -2.323 0.805 0.404 0.00
H 4.601 2.594 6.040 0.644 1.577 -1.862 0.00
H 5.836 3.942 2.775 -1.688 -2.135 -0.170 0.00
H 5.618 2.045 2.698 -1.228 1.997 -0.215 0.00
H 3.901 4.484 1.258 0.751 -2.317 -0.159 0.00
H 3.168 2.751 1.398 1.970 1.272 -0.426 0.00
H 4.944 1.598 -0.141 0.213 2.516 0.382 0.00
H 4.206 3.117 -0.978 1.577 -0.715 1.886 0.00
H 5.705 5.930 0.419 1.608 0.334 -1.399 0.00
H 6.069 7.046 -1.072 0.706 -2.243 1.289 0.00
H 7.870 6.604 1.367 0.552 0.188 -2.645 0.00
H 8.182 7.808 -0.105 -0.569 -2.259 0.398 0.00
H 8.762 5.956 -0.239 -1.473 1.656 1.035 0.00
H 9.284 3.476 -1.330 -0.750 -2.292 0.066 0.00
H 9.171 1.768 -0.345 -0.712 1.830 -1.992 0.00
H 10.128 0.534 -2.111 -1.055 2.166 -1.108 0.00
H 8.708 1.074 -3.264 1.751 0.908 1.302 0.00
H 10.299 2.174 -3.179 -1.431 -1.698 1.134 0.00
H 3.733 -0.122 4.136 -1.120 1.679 -1.026 0.00
H 3.489 0.719 2.503 0.682 -0.190 2.080 0.00
H 1.917 3.256 5.137 0.609 -1.678 0.056 0.00
C -2.178 -2.064 -0.501 -0.122 0.064 -0.244 0.00
C -2.628 -1.693 0.938 1.229 -1.709 -0.840 0.02
C -3.894 -2.501 1.331 -0.224 0.263 0.183 0.01
C -5.171 -1.986 0.684 -0.041 -0.005 -0.150 0.00
C -5.353 -0.498 0.964 0.243 -0.233 0.298 0.01
C -4.125 0.351 0.541 -1.035 1.360 -1.345 0.02
N -2.819 -0.210 1.050 -1.366 0.111 5.024 0.33
O -2.736 0.120 2.418 0.434 -0.429 -3.640 0.59
C -4.104 0.460 -1.009 0.072 -0.273 -0.188 0.00
C -4.362 1.833 1.000 0.274 -0.556 0.538 0.00
C -1.441 -2.234 1.808 -0.370 0.673 0.386 0.00
H -1.168 -1.689 -0.707 -0.172 0.025 0.140 0.00
H -2.156 -3.153 -0.632 -0.007 0.226 0.250 0.00
H -2.820 -1.690 -1.292 -0.096 0.047 0.055 0.00
H -4.027 -2.473 2.421 0.185 0.170 -0.093 0.00
H -3.766 -3.560 1.072 0.268 0.262 -0.046 0.00
H -5.154 -2.181 -0.395 -0.002 -0.011 0.088 0.00
H -6.031 -2.539 1.084 0.152 0.081 -0.115 0.00
H -6.253 -0.145 0.444 0.309 0.190 -0.019 0.00
H -5.550 -0.366 2.037 0.206 0.094 -0.117 0.00
H -3.143 0.844 -1.365 -0.063 -0.121 0.065 0.00
H -4.875 1.152 -1.369 0.116 -0.066 0.348 0.00
H -4.322 -0.483 -1.514 0.164 0.065 0.100 0.00
H -4.534 1.919 2.077 0.233 -0.144 -0.153 0.00
H -5.257 2.252 0.519 0.268 -0.399 -0.072 0.00
H -3.515 2.467 0.727 0.008 -0.080 0.025 0.00
H -0.517 -1.678 1.608 -0.188 0.002 -0.003 0.00
H -1.243 -3.290 1.584 -0.261 0.275 -0.244 0.00
H -1.648 -2.184 2.882 -0.043 0.172 -0.225 0.00
C -4.570 -6.777 -5.101 -0.114 0.074 -0.241 0.00
C -5.021 -6.407 -3.662 1.194 -1.667 -0.776 0.02
C -6.286 -7.214 -3.269 -0.187 0.278 0.163 0.01
C -7.563 -6.699 -3.915 -0.057 -0.033 -0.068 0.00
C -7.746 -5.212 -3.636 0.230 -0.176 0.243 0.01
C -6.517 -4.363 -4.058 -0.965 1.283 -1.288 0.02
N -5.211 -4.923 -3.550 -1.318 0.160 4.970 0.31
O -5.128 -4.594 -2.182 0.239 -0.525 -3.673 0.61
C -6.497 -4.253 -5.608 0.064 -0.241 -0.177 0.00
C -6.754 -2.881 -3.600 0.272 -0.544 0.511 0.00
C -3.834 -6.948 -2.792 -0.326 0.691 0.359 0.00
H -3.560 -6.403 -5.307 -0.201 0.008 0.142 0.00
H -4.548 -7.867 -5.232 0.031 0.211 0.268 0.00
H -5.212 -6.404 -5.891 -0.091 0.082 0.045 0.00
H -6.420 -7.186 -2.178 0.177 0.161 -0.107 0.00
H -6.158 -8.273 -3.527 0.274 0.248 -0.013 0.00
H -7.547 -6.894 -4.994 0.000 0.049 0.081 0.00
H -8.423 -7.253 -3.515 0.139 0.086 -0.111 0.00
H -8.645 -4.858 -4.155 0.294 0.183 -0.012 0.00
H -7.943 -5.080 -2.562 0.207 0.073 -0.117 0.00
H -5.535 -3.870 -5.965 -0.068 -0.131 0.077 0.00
H -7.267 -3.561 -5.968 0.110 -0.067 0.337 0.00
H -6.714 -5.197 -6.113 0.169 0.078 0.098 0.00
H -6.926 -2.794 -2.522 0.235 -0.150 -0.129 0.00
H -7.650 -2.462 -4.080 0.254 -0.393 -0.077 0.00
H -5.907 -2.246 -3.873 0.017 -0.093 0.031 0.00
H -2.909 -6.392 -2.992 -0.234 -0.013 0.022 0.00
H -3.635 -8.003 -3.016 -0.263 0.261 -0.245 0.00
H -4.040 -6.897 -1.717 -0.039 0.182 -0.238 0.00
```
Forces are in eV/Å.

Computed properties:
Kohn-Sham gap (spin up / spin down): 5.19 / 5.78 eV
Multiplicity: 3
Net charge: +1

***

Entry 3:
DFT (ωB97M-V/def2-TZVPD) results for a 2-piece molecular cluster, C4H11IN4O3P overall.

```
24
Properties=species:S:1:pos:R:3:forces:R:3:mulliken_charge:R:1
N 0.715 0.542 -0.274 -1.436 -0.730 0.062 -0.23
C -0.258 -0.344 -0.495 -2.484 -1.297 -0.871 0.24
N -0.848 -1.218 0.500 2.533 1.369 -1.913 -0.39
C -1.242 -2.370 -0.383 -0.261 0.986 -1.320 -0.55
C -2.034 -1.490 -1.442 -0.521 -1.028 -0.114 0.03
P -3.210 -0.224 -0.586 -1.009 0.309 1.569 0.19
O -4.482 -1.077 0.132 1.311 0.500 -1.055 -0.47
I -4.211 1.218 -2.349 0.246 -0.810 -0.055 -0.06
N -0.893 -0.577 -1.771 0.641 0.342 3.009 -0.42
H 1.508 0.674 -0.906 -0.618 0.413 0.114 0.31
H 0.584 1.153 0.534 0.677 -0.355 -0.207 0.26
H -0.153 -1.422 1.222 -0.345 -0.019 -0.134 0.33
H -0.267 -2.580 -0.922 -1.401 -1.112 0.491 0.30
H -1.765 -3.241 0.075 0.473 1.052 -0.142 0.39
H -2.521 -2.041 -2.295 1.071 0.578 0.683 0.40
H -4.776 -0.550 0.897 0.070 -0.236 -0.307 0.36
H -1.153 0.273 -2.281 0.568 -0.159 0.026 0.28
C 3.958 1.939 2.002 0.323 -0.138 0.135 -0.73
N 3.083 1.838 0.806 0.404 0.167 0.182 0.96
O 3.342 0.967 -0.009 -0.230 0.427 0.083 -0.57
O 2.163 2.637 0.725 0.266 -0.460 -0.118 -0.55
H 4.725 1.172 1.939 -0.112 0.051 -0.096 0.32
H 4.403 2.932 2.000 -0.159 -0.010 0.046 0.28
H 3.332 1.789 2.880 -0.007 0.160 -0.067 0.31
```
Forces are in eV/Å.

Computed properties:
Kohn-Sham gap: 7.80 eV
Net charge: +1

***

Entry 4:
DFT (ωB97M-V/def2-TZVPD) results for C30H31FN4O3SiTi as an isolated structure.

```
71
Properties=species:S:1:pos:R:3:forces:R:3:mulliken_charge:R:1
Ti -0.428 -0.269 -0.240 0.070 0.005 -0.051 -0.93
C 0.636 -4.490 -0.519 0.029 -0.001 0.001 -1.64
C -0.152 -3.223 -0.536 0.001 0.029 0.002 0.58
N 0.258 -2.132 0.210 -0.005 -0.059 0.022 1.38
N 1.119 -2.334 1.227 -0.007 0.017 -0.010 -1.13
C 1.170 -1.233 1.924 0.025 0.004 0.027 -0.13
O 0.448 -0.193 1.583 -0.026 -0.017 -0.002 -0.11
C 2.046 -1.144 3.098 0.002 -0.006 -0.016 0.58
C 2.828 -2.230 3.516 -0.004 -0.005 -0.004 -0.43
C 3.654 -2.123 4.620 0.001 0.006 0.001 -0.64
C 3.728 -0.930 5.339 0.001 -0.007 0.002 -0.36
C 2.959 0.150 4.930 -0.005 0.009 -0.007 -0.80
C 2.127 0.048 3.823 0.001 0.003 0.010 -0.09
C -1.349 -2.997 -1.154 -0.016 -0.006 -0.008 0.43
C -2.070 -3.925 -1.992 0.005 0.003 0.005 -1.48
C -3.325 -3.644 -2.411 0.011 -0.003 0.005 -0.20
C -3.931 -2.408 -2.034 -0.030 0.007 -0.007 -1.27
C -3.173 -1.524 -1.312 0.020 -0.022 0.006 0.25
N -1.920 -1.734 -0.885 -0.006 0.017 -0.014 0.74
H 1.687 -4.302 -0.766 -0.005 -0.005 -0.002 0.26
H 0.240 -5.210 -1.235 -0.007 0.007 -0.004 0.45
H 0.633 -4.954 0.474 -0.003 0.003 0.006 0.24
H 2.767 -3.149 2.948 0.000 -0.001 0.000 0.47
H 4.250 -2.975 4.926 0.001 0.000 0.001 0.36
H 4.379 -0.849 6.203 0.000 -0.001 0.000 0.36
H 3.008 1.086 5.476 0.001 -0.001 0.001 0.38
H 1.526 0.886 3.496 -0.002 -0.002 0.000 0.31
H -1.592 -4.855 -2.275 0.002 0.001 0.000 0.16
H -3.860 -4.352 -3.036 -0.007 0.005 -0.001 0.38
H -4.937 -2.144 -2.333 0.002 -0.004 -0.002 0.39
H -3.599 -0.567 -1.045 0.011 0.015 0.004 -0.21
O 0.827 -0.722 -4.210 0.014 0.004 -0.007 -0.85
C 0.748 -0.547 -2.997 -0.009 -0.017 -0.019 0.17
O -0.295 -0.283 -2.312 -0.011 0.006 0.051 -0.64
C 2.016 -0.560 -2.165 0.001 0.005 0.016 0.41
C 3.264 -0.818 -2.708 -0.031 -0.001 -0.036 -0.93
C 4.375 -0.695 -1.893 0.021 0.004 0.041 -0.38
C 4.200 -0.280 -0.580 0.005 -0.005 -0.032 -1.08
C 2.914 -0.039 -0.122 -0.022 -0.005 -0.004 -0.23
N 1.843 -0.212 -0.892 0.016 0.008 0.015 0.82
H 3.320 -1.090 -3.753 0.005 0.001 0.003 0.54
H 5.369 -0.897 -2.277 -0.001 -0.001 -0.002 0.39
H 5.040 -0.139 0.087 0.001 0.000 0.001 0.45
H 2.726 0.327 0.879 0.003 0.001 0.006 0.54
F 1.607 5.867 -0.434 0.000 0.001 0.002 -0.41
C 1.148 4.571 -0.400 0.004 -0.003 0.013 0.53
C 0.863 3.928 -1.582 -0.004 0.000 -0.006 -0.90
C 0.405 2.610 -1.526 0.002 -0.004 -0.013 -0.27
C 0.205 1.910 -0.328 -0.004 0.018 0.008 1.09
C 0.519 2.635 0.831 -0.007 -0.011 -0.009 0.03
C 0.991 3.947 0.818 0.003 0.001 -0.008 -0.85
H 1.000 4.445 -2.525 -0.001 -0.001 -0.001 0.37
H 0.200 2.117 -2.471 0.000 -0.003 0.005 0.25
H 0.391 2.153 1.795 0.002 0.001 0.004 -0.08
H 1.225 4.481 1.733 0.000 0.002 -0.001 0.38
C -5.014 1.823 0.142 0.010 0.014 0.005 -1.33
Si -3.164 1.996 -0.278 0.006 -0.019 -0.010 0.64
C -3.093 1.953 -2.164 0.008 0.013 0.010 -0.94
C -2.720 3.766 0.210 -0.018 0.003 0.002 -1.06
C -2.175 0.724 0.629 -0.035 0.026 0.000 -0.94
H -5.618 2.565 -0.392 -0.005 -0.003 0.001 0.29
H -5.173 1.960 1.216 -0.009 -0.004 -0.001 0.29
H -5.387 0.829 -0.122 0.002 -0.002 -0.001 0.34
H -3.643 2.810 -2.570 -0.002 -0.002 -0.002 0.44
H -3.523 1.042 -2.584 -0.004 -0.004 0.003 0.33
H -2.062 2.011 -2.514 -0.002 -0.010 -0.005 0.13
H -3.438 4.468 -0.229 0.002 0.002 0.001 0.37
H -1.720 4.035 -0.134 0.003 -0.004 0.002 0.20
H -2.744 3.889 1.297 0.006 0.001 0.001 0.26
H -2.817 -0.081 1.004 -0.010 0.001 0.002 0.77
H -1.738 1.222 1.502 0.003 -0.005 0.000 0.58
```
Forces are in eV/Å.

Computed properties:
Kohn-Sham gap (spin up / spin down): 4.28 / 4.28 eV
Net charge: -2

***

Energy above the lowest of the compared OMol25 structures with the same formula, charge and spin: 272.2, 969.7, 174.0, 0.0 (kJ/mol)